Density functional theory data (ωB97M-V/def2-TZVPD) for a molecular structure, C35H40N7O2P2Zr in a non-equilibrium geometry.

Geometry as ORCA input:
```
! wB97M-V def2-TZVPD RIJCOSX def2/J DEFGRID3
* xyz 3 1
Zr -0.1981 0.0316 0.0084
N -0.3046 -2.2363 -0.8848
C -0.7430 -3.2973 0.0651
C -0.3454 -2.9038 1.4647
N -0.8109 -1.5190 1.7773
C -0.1277 -1.0658 3.0364
C 1.3130 -0.5726 2.7958
N 1.6645 -0.5149 1.3295
C -2.3035 -1.5596 2.0018
C -3.0297 -0.4203 1.3236
N -2.5217 -0.3054 -0.0850
H 0.6559 -2.4145 -1.1604
H -0.8234 -2.3243 -1.7552
H -1.8200 -3.4063 -0.0197
H -0.3118 -4.2617 -0.1887
H -0.7548 -3.6066 2.1901
H 0.7387 -2.9481 1.5766
H -0.7122 -0.2594 3.4563
H -0.1357 -1.8869 3.7531
H 1.4071 0.4310 3.1861
H 2.0319 -1.1913 3.3197
H 2.4396 0.1284 1.2052
H 2.0459 -1.4121 1.0517
H -2.6802 -2.5031 1.6150
H -2.5185 -1.5594 3.0678
H -4.0992 -0.6065 1.3491
H -2.8510 0.5183 1.8270
H -2.8724 -1.0969 -0.6105
H -2.9372 0.5133 -0.5182
O 1.3527 -0.0701 -1.4057
P 1.4430 0.1030 -2.9608
C 0.8378 1.7572 -3.4377
P -0.0365 2.6138 -2.0973
O -0.8027 1.5244 -1.2645
C -1.1597 3.7715 -2.7687
C -2.2899 4.1087 -2.0160
C -3.1535 5.0813 -2.4905
C -2.8886 5.7089 -3.7035
C -1.7630 5.3735 -4.4520
C -0.8895 4.4044 -3.9898
C 1.2501 3.3975 -1.1493
C 1.8395 2.8067 -0.0325
C 2.8861 3.4229 0.6252
C 3.3593 4.6452 0.1616
C 2.7798 5.2463 -0.9472
C 1.7231 4.6300 -1.6035
C 0.3799 -1.0534 -3.7948
C -1.0075 -0.8400 -3.8332
C -1.8287 -1.7693 -4.4482
C -1.2753 -2.9082 -5.0372
C 0.0957 -3.1160 -5.0112
C 0.9286 -2.1897 -4.3914
C 3.1024 -0.0941 -3.4919
C 4.1081 -0.3778 -2.5648
C 5.4160 -0.5086 -3.0044
C 5.7106 -0.3556 -4.3538
C 4.7068 -0.0700 -5.2775
C 3.3972 0.0627 -4.8531
H 0.1915 1.6512 -4.3100
H 1.6997 2.3684 -3.7098
H -2.4904 3.6380 -1.0602
H -4.0239 5.3546 -1.9056
H -3.5650 6.4719 -4.0708
H -1.5680 5.8691 -5.3957
H -0.0126 4.1505 -4.5789
H 1.4327 1.8922 0.3740
H 3.3186 2.9836 1.5169
H 4.1694 5.1412 0.6841
H 3.1362 6.2095 -1.2904
H 1.2538 5.1269 -2.4475
H -1.4449 0.0561 -3.4099
H -2.8974 -1.5999 -4.5006
H -1.9199 -3.6233 -5.5372
H 0.5223 -3.9924 -5.4847
H 2.0003 -2.3517 -4.3793
H 3.8707 -0.4856 -1.5141
H 6.2075 -0.7264 -2.2978
H 6.7348 -0.4581 -4.6924
H 4.9494 0.0469 -6.3271
H 2.6148 0.2796 -5.5770
N -0.5976 1.4059 1.5359
C -0.8423 2.5514 1.7252
C -1.1947 3.8405 1.8712
C -0.2317 4.7669 2.3925
N 0.5965 5.4454 2.8198
C -2.4641 4.1908 1.2931
N -3.4839 4.3428 0.7762
*
```

Calculated values
* gap between HOMO and LUMO: 7.2 eV
* total energy: -71310.2423 eV
* highest occupied orbital energy: -16.050 eV

Density functional theory data (ωB97M-V/def2-TZVPD) for a molecular structure, C35H41B3N2O5 in a non-equilibrium geometry.

Geometry as ORCA input:
```
! wB97M-V def2-TZVPD RIJCOSX def2/J DEFGRID3
* xyz 0 1
C 3.2112 3.8535 1.7779
C 3.3509 3.3713 0.3480
O 4.4247 3.2579 -0.1799
N 2.0991 3.0259 -0.2671
C 2.1513 3.0535 -1.7396
B 1.6996 1.6986 0.2326
O 2.6711 0.7319 0.5068
B 2.3936 -0.3733 -0.3085
C 3.4168 -0.9039 -1.3765
C 3.8601 -2.3714 -1.1567
C 4.9394 -2.7350 -2.2170
O 2.7530 -3.2533 -1.2750
O 1.1124 -0.9163 -0.1613
B 0.1080 0.0372 -0.0738
C -1.3504 -0.3957 -0.5248
C -1.7818 -0.0474 -1.8023
C -3.0488 -0.4748 -2.2101
C -3.7629 -1.2183 -1.2890
C -3.2734 -1.4974 -0.0225
N -2.0645 -1.0888 0.3703
O 0.3728 1.3307 0.3746
H 3.4205 2.9933 2.4217
H 2.1854 4.1541 1.9816
H 3.9205 4.6455 1.9908
H 3.0163 3.5797 -2.1339
H 1.2703 3.5948 -2.0942
H 2.1164 2.0673 -2.2174
H 2.9889 -0.8572 -2.3842
H 4.3029 -0.2653 -1.3540
H 4.3057 -2.4914 -0.1717
H 4.9542 -1.9846 -3.0102
H 4.7022 -3.6945 -2.6711
H 5.9400 -2.7602 -1.7851
H 2.2414 -2.9583 -2.0331
H -1.1525 0.5234 -2.4732
H -3.4473 -0.2415 -3.1866
H -4.7477 -1.5881 -1.5546
H -3.8531 -2.0773 0.6839
C -2.7959 -6.5855 -0.1558
C -3.8135 -7.2666 -0.8117
C -4.5512 -6.6292 -1.7993
C -4.2683 -5.3111 -2.1343
C -3.2502 -4.6316 -1.4797
C -2.5150 -5.2677 -0.4880
H -2.2228 -7.0834 0.6163
H -4.0311 -8.2947 -0.5517
H -5.3469 -7.1589 -2.3077
H -4.8422 -4.8140 -2.9067
H -3.0277 -3.6072 -1.7392
H -1.7240 -4.7344 0.0247
C -5.7335 -9.1788 4.5938
C -4.4839 -8.5856 4.4773
C -4.2078 -7.7543 3.4004
C -5.1828 -7.5105 2.4428
C -6.4333 -8.1019 2.5612
C -6.7079 -8.9383 3.6346
H -5.9483 -9.8286 5.4324
H -3.7249 -8.7713 5.2266
H -3.2316 -7.2948 3.3070
H -4.9682 -6.8595 1.6071
H -7.1943 -7.9107 1.8150
H -7.6818 -9.4026 3.7244
C -0.8796 5.7677 4.7633
C -0.4706 7.0839 4.9281
C 0.0456 7.7913 3.8510
C 0.1468 7.1843 2.6067
C -0.2654 5.8690 2.4415
C -0.7753 5.1591 3.5199
H -1.2798 5.2157 5.6040
H -0.5540 7.5589 5.8972
H 0.3692 8.8160 3.9812
H 0.5469 7.7363 1.7657
H -0.1877 5.3951 1.4703
H -1.0918 4.1318 3.3909
C 4.6450 6.2553 -2.4390
C 5.8011 7.0067 -2.6018
C 5.8923 7.9228 -3.6407
C 4.8256 8.0939 -4.5135
C 3.6693 7.3436 -4.3513
C 3.5840 6.4213 -3.3175
H 4.5771 5.5389 -1.6290
H 6.6300 6.8784 -1.9179
H 6.7952 8.5056 -3.7701
H 4.8967 8.8119 -5.3203
H 2.8371 7.4760 -5.0308
H 2.6831 5.8330 -3.1923
*
```

Calculated values
* gap between HOMO and LUMO: 9.6 eV
* total energy: -52214.2559 eV
* highest occupied orbital energy: -9.234 eV

Density functional theory data (ωB97M-V/def2-TZVPD) for a molecular structure, C35H41CuGe2O in a non-equilibrium geometry.

Geometry as ORCA input:
```
! wB97M-V def2-TZVPD RIJCOSX def2/J DEFGRID3
* xyz -1 2
Cu 0.8547 0.2641 -0.1736
C -3.4597 -1.0160 4.2275
Ge -2.0863 -1.1815 2.7306
C -0.6224 -2.2046 3.6380
C -2.9367 -2.6201 1.6160
Ge -1.0944 0.7062 1.2831
C -2.7567 1.6306 0.6359
C -4.0058 1.0910 0.9069
C -5.1635 1.6759 0.4303
C -5.0891 2.8251 -0.3381
C -3.8503 3.3737 -0.6251
C -2.6972 2.7768 -0.1469
C -0.5270 2.0156 2.7085
C 0.0156 3.2546 2.3844
C 0.4694 4.1203 3.3642
C 0.3992 3.7582 4.6989
C -0.1334 2.5269 5.0405
C -0.5872 1.6735 4.0523
H -3.6308 -2.0198 4.6090
H -4.4047 -0.6147 3.8751
H -3.1106 -0.3911 5.0432
H -1.0033 -3.1449 4.0301
H -0.1874 -1.6454 4.4605
H 0.1721 -2.4216 2.9303
H -3.1782 -3.4784 2.2388
H -2.2555 -2.9469 0.8371
H -3.8508 -2.2814 1.1369
H -4.0654 0.1940 1.5097
H -6.1229 1.2293 0.6518
H -5.9918 3.2863 -0.7151
H -3.7885 4.2646 -1.2356
H -1.7313 3.1992 -0.3917
H 0.0895 3.5417 1.3424
H 0.8930 5.0779 3.0913
H 0.7616 4.4280 5.4670
H -0.1875 2.2274 6.0785
H -1.0013 0.7124 4.3253
C 0.4715 3.6484 -3.5880
C 1.5179 2.6972 -3.0008
C 2.9280 3.2426 -3.2331
C 1.3386 1.3075 -3.5655
C 1.9010 0.9626 -4.7794
C 1.7456 -0.3026 -5.3120
C 0.9845 -1.2239 -4.6221
C 0.3697 -0.9114 -3.4226
C -0.5411 -1.9648 -2.8372
C -1.9680 -1.4313 -2.7134
C -0.0532 -2.4984 -1.4903
C 0.5505 0.3720 -2.8515
O -0.0350 0.7392 -1.7197
H 0.6239 4.6570 -3.2037
H -0.5275 3.3144 -3.3183
H 0.5431 3.6734 -4.6753
H 1.3466 2.6367 -1.9183
H 3.0904 3.5030 -4.2789
H 3.6686 2.4993 -2.9440
H 3.0878 4.1405 -2.6368
H 2.4698 1.6974 -5.3291
H 2.1894 -0.5596 -6.2640
H 0.8491 -2.2154 -5.0387
H -0.5436 -2.8033 -3.5489
H -1.9768 -0.5683 -2.0499
H -2.6226 -2.2015 -2.3077
H -2.3446 -1.1275 -3.6901
H -0.3126 -1.8048 -0.6914
H 1.0303 -2.6171 -1.4903
H -0.5169 -3.4625 -1.2775
C 2.1629 -0.6911 0.7594
C 2.8770 -1.6564 0.9449
C 3.7417 -2.7726 0.9914
C 4.3577 -3.1613 -0.2035
C 5.1565 -4.2835 -0.2425
C 5.3534 -5.0363 0.9056
C 4.7695 -4.6416 2.0989
C 3.9688 -3.5172 2.1493
H 4.1810 -2.5680 -1.0902
H 5.6296 -4.5860 -1.1664
H 5.9533 -5.9351 0.8678
H 4.9457 -5.2288 2.9910
H 3.5031 -3.2081 3.0749
*
```

Calculated values
* <S²>: 0.760
* gap between HOMO and LUMO (spin up / spin down): 7.2 / 6.6 eV
* total energy: -196679.5964 eV
* highest occupied orbital energy (spin up / spin down): -4.436 / -4.939 eV